{
  "formula": "C20H35N7SY",
  "method": "ωB97M-V/def2-TZVPD",
  "species": ["Y", "C", "C", "N", "C", "C", "N", "C", "C", "N", "C", "C", "N", "C", "C", "C", "C", "C", "C", "C", "N", "H", "H", "H", "H", "H", "H", "H", "H", "H", "H", "H", "H", "H", "H", "H", "H", "H", "H", "H", "H", "H", "H", "H", "C", "N", "C", "C", "S", "N", "C", "C", "H", "H", "H", "H", "H", "H", "H", "H", "H", "H", "H", "H"],
  "positions_angstrom": [[0.279917, 0.784352, -0.167004], [-2.937022, 1.170814, 3.217471], [-2.123672, 0.979882, 1.987381], [-0.858207, 1.148909, 1.886235], [-0.004118, 1.776672, 2.903003], [1.290107, 2.215804, 2.196907], [0.956553, 2.847330, 0.892352], [2.053456, 3.548145, 0.173773], [2.990936, 2.580807, -0.534332], [2.277630, 1.551648, -1.344081], [1.984732, 1.861922, -2.777220], [0.573051, 2.382957, -3.033421], [-0.424881, 1.612895, -2.278900], [-1.636009, 1.458330, -2.676628], [-2.157748, 1.894433, -4.002647], [-2.586690, 0.920595, -1.631149], [-3.923322, 0.608884, -1.832431], [-4.706745, 0.301472, -0.724784], [-4.168025, 0.368801, 0.555842], [-2.824083, 0.679072, 0.682347], [-2.066525, 0.897776, -0.398811], [-2.326755, 1.415039, 4.082024], [-3.491965, 0.255878, 3.439786], [-3.677199, 1.960261, 3.065528], [0.237018, 1.090621, 3.717056], [-0.506493, 2.643057, 3.339026], [1.929612, 1.337926, 2.010031], [1.870302, 2.879838, 2.840703], [0.212796, 3.521682, 1.054965], [2.633834, 4.178093, 0.852046], [1.576306, 4.210547, -0.549686], [3.590742, 2.039482, 0.200318], [3.690753, 3.150251, -1.149521], [2.897526, 0.745245, -1.366150], [2.119763, 0.930774, -3.328543], [2.710673, 2.576611, -3.169598], [0.387320, 2.383644, -4.107449], [0.475983, 3.419900, -2.695903], [-2.273429, 2.982736, -4.008232], [-3.123545, 1.459332, -4.236249], [-1.463921, 1.636138, -4.801833], [-4.366905, 0.616626, -2.816871], [-5.751174, 0.051320, -0.857488], [-4.793253, 0.199980, 1.421457], [1.467934, -4.106631, -1.868261], [1.491345, -4.172057, -0.403534], [1.971344, -5.458812, 0.127158], [1.334375, -3.103607, 0.361225], [1.586386, -1.526271, -0.367977], [1.052243, -3.223923, 1.660790], [1.304263, -2.153453, 2.614430], [0.267968, -4.346753, 2.193598], [1.145083, -5.077139, -2.237906], [2.463715, -3.891741, -2.257466], [0.769706, -3.349269, -2.208120], [2.755600, -5.811053, -0.540479], [1.178722, -6.204675, 0.156091], [2.397573, -5.325846, 1.116156], [2.194869, -1.595470, 2.339974], [1.468961, -2.600498, 3.593054], [0.442727, -1.478967, 2.685828], [-0.218021, -4.883661, 1.385199], [-0.502585, -3.933909, 2.844377], [0.880456, -5.032767, 2.776514]],
  "forces_ev_per_angstrom": [[-0.06, -0.02, -0.10], [0.00, 0.01, -0.01], [0.02, 0.02, 0.02], [0.02, -0.03, -0.03], [0.01, -0.01, -0.01], [-0.02, 0.00, 0.03], [-0.02, 0.00, 0.04], [0.01, 0.00, -0.02], [-0.01, 0.00, 0.02], [0.02, -0.01, 0.00], [-0.01, -0.01, 0.02], [-0.03, 0.00, 0.04], [0.01, -0.03, 0.06], [-0.01, 0.04, -0.02], [0.01, -0.01, -0.01], [-0.03, 0.01, 0.04], [-0.02, 0.00, -0.02], [0.02, 0.01, 0.01], [-0.02, -0.01, -0.02], [-0.01, 0.01, 0.02], [0.00, 0.03, 0.01], [0.00, 0.00, 0.00], [0.00, 0.00, -0.01], [0.00, 0.00, 0.00], [-0.01, 0.00, 0.00], [-0.01, 0.00, -0.01], [0.01, 0.01, 0.00], [0.01, 0.00, -0.01], [0.01, 0.01, 0.01], [0.00, 0.00, 0.00], [-0.01, 0.00, 0.01], [0.01, 0.00, 0.00], [0.00, 0.00, 0.00], [0.02, 0.02, -0.01], [0.00, 0.00, 0.00], [-0.01, 0.00, -0.01], [0.02, -0.01, -0.01], [0.00, 0.01, -0.02], [-0.01, 0.00, 0.01], [0.00, -0.01, 0.00], [0.00, 0.00, 0.00], [0.00, 0.00, 0.00], [0.00, 0.00, -0.01], [0.01, 0.00, 0.00], [0.01, 0.00, -0.01], [-0.02, 0.01, -0.01], [0.01, -0.04, 0.01], [-0.02, 0.00, 0.00], [0.06, -0.01, 0.00], [0.01, 0.02, 0.00], [0.01, 0.01, 0.02], [-0.03, -0.01, 0.01], [0.00, 0.00, 0.00], [0.00, 0.00, 0.00], [0.00, 0.00, 0.01], [0.00, 0.01, 0.00], [0.00, 0.01, 0.00], [0.00, 0.01, 0.00], [0.00, 0.00, -0.01], [-0.01, -0.01, 0.00], [0.00, 0.00, 0.00], [0.01, 0.00, 0.00], [0.00, 0.00, 0.00], [0.01, 0.00, 0.00]],
  "lowdin_charge": [1.36, 0.03, -0.23, -0.04, -0.16, -0.18, -0.15, -0.15, -0.16, -0.16, -0.15, -0.16, -0.03, -0.22, 0.03, -0.17, 0.06, 0.04, 0.05, -0.18, 0.03, 0.09, 0.12, 0.12, 0.14, 0.14, 0.11, 0.15, 0.14, 0.14, 0.13, 0.13, 0.14, 0.08, 0.14, 0.14, 0.13, 0.14, 0.13, 0.09, 0.11, 0.13, 0.14, 0.14, -0.05, -0.18, 0.00, -0.66, 0.63, -0.19, -0.07, -0.01, 0.11, 0.11, 0.06, 0.11, 0.11, 0.10, 0.07, 0.11, 0.08, 0.10, 0.10, 0.11],
  "fmax_ha_per_bohr": 0.002,
  "e_homo_ev": -17.19,
  "relative_energy_kcal_mol": 4.52,
  "spin_multiplicity": 1,
  "homo_lumo_gap_ev": 7.595,
  "lumo_ha": -0.3526,
  "total_energy_ha": -1602.16323,
  "charge": 3
}


{
  "formula": "C34H32Br2Cl3F3GeMnN5O3Sb",
  "method": "ωB97M-V/def2-TZVPD",
  "species": ["Mn", "C", "C", "C", "C", "C", "C", "Br", "C", "C", "Br", "C", "O", "C", "N", "H", "H", "H", "H", "H", "H", "N", "C", "C", "C", "C", "N", "C", "N", "N", "C", "O", "O", "H", "H", "H", "H", "H", "H", "H", "H", "H", "H", "H", "H", "H", "H", "F", "C", "C", "C", "C", "C", "C", "Sb", "C", "C", "C", "C", "F", "C", "C", "C", "C", "C", "C", "F", "C", "C", "H", "H", "H", "H", "H", "H", "H", "H", "H", "H", "H", "H", "Cl", "Ge", "Cl", "Cl"],
  "positions_angstrom": [[-0.600768, 0.245703, -0.728434], [-2.039565, -3.572732, -0.504118], [-1.839747, -1.111293, -2.350718], [-3.019982, -3.880329, -3.080551], [-1.958522, -3.762435, -3.858011], [-0.607067, -3.168932, -3.670969], [0.468589, -4.016511, -3.884062], [0.293669, -5.624674, -4.855765], [1.719138, -3.778204, -3.288388], [1.909372, -2.742254, -2.408968], [3.524463, -2.536539, -1.482069], [0.867015, -1.815136, -2.163532], [0.934455, -0.883514, -1.269396], [-0.253124, -1.964339, -3.005640], [-1.039431, -0.617230, -3.089003], [-4.430980, -3.770276, -1.080146], [-3.469831, -2.017830, -0.454969], [-1.300917, -4.282898, -0.847738], [-4.387928, -2.262895, -2.309718], [-2.023959, -4.411078, -4.732970], [2.525137, -4.475636, -3.470772], [-1.959335, 2.062279, -0.669861], [-2.034037, 2.512285, 0.745053], [-2.426578, 3.972846, 0.936375], [-1.563437, 5.010417, 0.214498], [-0.097969, 5.092307, 0.659362], [0.072995, 5.340190, 2.084236], [0.112892, 6.531317, 2.658281], [0.319472, 6.629887, 3.969899], [-0.049637, 7.649067, 1.942205], [-0.737517, 2.127164, 1.483877], [-0.506357, 2.640724, 2.564785], [-0.011079, 1.248545, 0.890306], [-1.473319, 2.765318, -1.224365], [-2.898208, 2.025100, -1.056956], [-2.802021, 1.891539, 1.216755], [-2.423960, 4.168750, 2.008831], [-3.459668, 4.102837, 0.603999], [-2.040322, 5.985273, 0.343881], [-1.571997, 4.847045, -0.868990], [0.424724, 5.865463, 0.092642], [0.445115, 4.171428, 0.441975], [0.086456, 4.504499, 2.668634], [0.594689, 5.826814, 4.515148], [0.371915, 7.527668, 4.418698], [-0.237523, 7.617888, 0.957548], [0.060667, 8.553990, 2.365250], [2.083418, 4.553517, 5.568075], [2.417644, 3.612412, 4.641607], [2.136792, 2.292406, 4.908460], [2.416997, 1.361267, 3.920703], [2.977613, 1.730095, 2.698010], [3.268013, 3.075437, 2.485252], [2.998471, 4.030010, 3.461574], [3.086246, 0.228577, 1.159986], [3.658768, 1.601851, -0.385095], [4.940040, 2.149434, -0.465978], [5.275498, 3.068057, -1.451334], [4.306814, 3.441959, -2.362116], [4.616095, 4.328497, -3.320684], [3.022756, 2.935293, -2.316490], [2.716300, 2.016545, -1.321824], [5.021745, -0.534649, 1.661065], [5.246625, -0.936136, 2.976885], [6.447710, -1.514890, 3.357539], [7.422800, -1.697984, 2.395849], [8.589338, -2.254541, 2.754106], [7.235055, -1.331079, 1.078319], [6.025192, -0.751457, 0.719271], [1.693149, 2.011934, 5.854095], [2.159165, 0.324685, 4.110449], [3.717597, 3.398842, 1.554822], [3.248302, 5.073468, 3.314702], [5.694990, 1.871987, 0.259750], [6.268006, 3.493033, -1.517827], [2.298598, 3.250143, -3.056555], [1.706848, 1.620341, -1.284602], [4.483645, -0.793767, 3.734700], [6.636008, -1.823262, 4.376825], [8.024214, -1.497971, 0.357782], [5.874849, -0.475456, -0.318916], [-3.215839, -2.958832, -1.484352], [-5.761395, -2.602996, -0.496323], [-2.213457, -3.206287, 1.134725], [-7.199299, -4.102597, -0.229637]],
  "forces_ev_per_angstrom": [[0.53, 0.50, 0.40], [0.12, 0.47, 0.19], [0.25, 0.54, 0.08], [-0.03, -0.64, -1.39], [0.27, 0.68, 0.22], [0.41, -0.14, 0.11], [0.09, -0.08, 0.10], [0.00, -0.06, 0.04], [0.07, 0.07, -0.04], [0.03, -0.04, 0.03], [0.01, -0.02, -0.01], [0.11, 0.05, -0.11], [-0.21, -0.08, -0.47], [-0.94, -0.29, 0.84], [-0.09, 0.12, -0.87], [-1.23, 0.15, 0.41], [-0.26, -0.16, 0.05], [-0.10, -0.05, -0.15], [-0.55, 0.01, 0.27], [-0.32, 0.07, -0.05], [0.01, 0.00, 0.00], [-0.12, -0.06, -0.20], [0.05, -0.14, 0.05], [-0.10, 0.09, -0.08], [0.09, 0.01, -0.04], [-0.03, 0.03, -0.04], [-0.08, -0.05, 0.06], [0.08, -0.02, -0.08], [-0.01, -0.04, 0.08], [-0.01, 0.01, 0.01], [-0.02, 0.07, -0.01], [0.07, 0.10, -0.03], [-0.03, -0.19, 0.09], [0.00, 0.00, 0.01], [0.03, -0.01, -0.06], [-0.04, 0.06, 0.02], [0.02, -0.02, 0.01], [0.01, 0.02, 0.00], [0.01, -0.01, 0.06], [0.02, -0.01, 0.01], [0.00, -0.01, -0.01], [-0.01, -0.03, 0.03], [0.02, 0.01, -0.03], [0.08, -0.05, 0.03], [-0.02, 0.00, 0.01], [-0.02, 0.00, -0.01], [0.02, 0.00, 0.00], [-0.04, 0.09, -0.01], [0.04, 0.05, -0.09], [-0.02, -0.02, 0.05], [-0.02, -0.04, -0.04], [-0.14, 0.03, 0.00], [0.01, -0.02, 0.09], [-0.03, -0.03, -0.04], [-0.01, -0.04, 0.10], [0.09, -0.01, 0.02], [-0.01, 0.05, 0.02], [0.00, 0.01, 0.00], [0.01, 0.00, 0.00], [0.00, 0.00, 0.01], [0.01, 0.01, 0.01], [-0.04, 0.03, -0.02], [0.04, 0.07, -0.04], [0.05, 0.04, 0.01], [0.00, -0.01, -0.01], [0.01, 0.01, 0.00], [-0.01, 0.00, 0.00], [0.00, -0.01, 0.00], [-0.04, -0.10, -0.05], [0.00, 0.00, 0.00], [0.00, 0.00, 0.00], [0.00, 0.01, -0.02], [-0.01, 0.02, 0.02], [0.00, -0.02, -0.01], [0.00, 0.00, -0.01], [0.00, 0.00, -0.01], [0.02, -0.07, -0.01], [0.00, 0.02, 0.00], [0.00, 0.00, 0.00], [0.00, 0.00, 0.00], [0.01, 0.03, 0.01], [1.86, -0.53, 1.09], [0.26, -0.29, -0.53], [0.09, -0.20, -0.11], [-0.31, 0.08, 0.00]],
  "mulliken_spin": [4.79, 0.00, 0.04, 0.00, 0.00, -0.01, 0.00, 0.00, 0.00, 0.01, 0.00, 0.00, 0.01, -0.02, 0.03, 0.00, 0.01, 0.00, 0.00, 0.00, 0.00, 0.04, -0.03, 0.01, 0.00, 0.00, 0.00, 0.00, 0.00, 0.00, 0.03, 0.01, 0.06, 0.02, 0.00, -0.02, 0.00, 0.00, 0.00, 0.00, 0.00, 0.00, 0.00, 0.00, 0.00, 0.00, 0.00, 0.00, 0.00, 0.00, 0.00, 0.00, 0.00, 0.00, 0.01, -0.01, 0.00, 0.00, 0.00, 0.00, 0.00, -0.02, 0.00, 0.00, 0.00, 0.00, 0.00, 0.00, 0.00, 0.00, 0.00, 0.00, 0.00, 0.00, 0.00, 0.00, 0.03, 0.00, 0.00, 0.00, 0.00, 0.00, 0.00, 0.00, 0.00],
  "fmax_ha_per_bohr": 0.043,
  "e_homo_ev": [-11.72, -11.71],
  "relative_energy_kcal_mol": 503.55,
  "spin_multiplicity": 6,
  "homo_lumo_gap_ev": [4.103, 4.082],
  "lumo_ha": [-0.2798, -0.2804],
  "total_energy_ha": -12109.63376,
  "charge": 2
}


{
  "formula": "CH2F3N3",
  "method": "ωB97M-V/def2-TZVPD",
  "species": ["N", "C", "N", "F", "H", "F", "N", "F", "H"],
  "positions_angstrom": [[-0.150946, 1.178460, -1.043245], [0.212169, 1.865434, -0.149774], [0.250332, 2.825538, 0.564957], [0.491039, 2.779310, 1.912321], [0.229388, 0.608394, -1.780374], [-1.431429, -0.713635, 2.462817], [-0.387820, -1.054255, 1.590432], [-0.799983, -2.124660, 0.919227], [-0.665790, -0.322901, 0.903895]],
  "forces_ev_per_angstrom": [[-1.16, -2.05, -1.50], [0.16, -1.12, -0.50], [0.44, 3.48, 1.72], [0.09, -0.64, -0.01], [0.53, 0.37, 0.28], [-0.31, -0.61, 0.67], [0.07, 2.93, -0.12], [-0.82, -2.10, -0.68], [1.01, -0.27, 0.13]],
  "lowdin_charge": [0.21, -0.31, 0.08, -0.04, 0.10, -0.08, -0.01, -0.03, 0.09],
  "fmax_ha_per_bohr": 0.076,
  "e_homo_ev": -10.67,
  "relative_energy_kcal_mol": 188.49,
  "spin_multiplicity": 1,
  "homo_lumo_gap_ev": 10.591,
  "smiles": "N=C=NF.FNF",
  "lumo_ha": -0.0030,
  "total_energy_ha": -502.89491,
  "charge": 0
}